(1)
# C15H25FGaIO2P2

A molecular structure, C15H25FGaIO2P2 in a non-equilibrium geometry (ωB97M-V with the def2-TZVPD basis set, OMol25).

Atoms and positions in Å:
C 0.98 2.86 -2.65
C 0.58 2.45 -1.26
H 1.85 3.52 -2.59
H 0.14 3.40 -3.11
H 1.21 1.98 -3.27
O 1.08 2.90 -0.22
I -0.18 -2.47 -1.70
Ga 0.19 -0.18 -0.86
P 2.62 -0.30 -0.78
C 3.39 0.78 0.45
C 3.24 -1.95 -0.34
H 4.34 -1.91 -0.29
H 4.53 0.02 -2.22
H 2.92 -2.69 -1.08
H 3.11 -0.61 -3.13
H 3.03 0.51 1.45
H 2.84 -2.25 0.64
C 3.44 0.10 -2.36
H 4.48 0.65 0.41
H 3.18 1.12 -2.67
H 3.12 1.83 0.26
P -2.70 -0.75 -0.38
C -3.42 0.26 0.96
C -3.76 -0.32 -1.80
H -3.18 -3.11 -0.74
H -4.46 -2.28 0.24
H -2.89 -2.75 0.98
C -3.38 -2.39 0.07
H -3.35 -0.80 -2.70
H -4.78 -0.68 -1.61
H -4.45 -0.08 1.14
H -3.41 1.32 0.66
H -3.75 0.77 -1.94
H -2.82 0.14 1.87
C -0.69 1.61 -1.18
O -1.81 2.09 -1.29
F -0.40 -0.29 5.30
C -0.24 -0.27 3.94
C -0.14 0.96 3.29
C -0.01 0.95 1.90
C 0.03 -0.23 1.17
C -0.03 -1.44 1.86
C -0.18 -1.48 3.26
H -0.16 1.89 3.84
H 0.08 1.91 1.39
H 0.04 -2.38 1.31
H -0.23 -2.43 3.79

Summary:
Energy relative to the best compared isomer or geometry (same formula, charge and spin): 72.6 kJ/mol
Charge: +2
E_HOMO (spin up / spin down): -14.79 / -14.98 eV
M: 514.94 g mol⁻¹
Largest force on an atom: 4.10 eV Å⁻¹

Results of the Mulliken charge analysis, in e, for atoms 1 through 6: C -1.44; C 0.74; H 0.41; H 0.42; H 0.33; O -0.47



(2)
# C11H17N2

2 unconnected molecules or ions with the total composition C11H17N2 in a non-equilibrium geometry (ωB97M-V with the def2-TZVPD basis set, OMol25).

Atoms and positions in Å:
C -2.51 0.28 2.89
C 0.50 -0.23 0.70
C -0.63 -0.77 1.34
C -1.32 0.33 1.98
C -0.70 1.46 1.60
C 1.59 -0.95 0.25
C 1.51 -2.33 0.49
C -0.73 -2.16 1.46
C 0.39 -2.90 1.08
N 0.36 1.19 0.66
H 1.24 1.58 0.99
H 2.46 -0.60 -0.29
H -0.90 2.50 1.79
H 2.37 -2.91 0.16
H -1.50 -2.72 1.97
H -2.30 -0.43 3.69
H -3.37 -0.14 2.38
H 0.44 -3.97 1.22
H -2.72 1.28 3.27
C 0.28 1.62 -2.28
C 1.71 1.45 -2.74
N -0.47 0.30 -2.42
H 0.17 1.97 -1.25
H -0.26 2.27 -2.97
H 2.10 2.39 -3.13
H 1.86 0.69 -3.52
H -0.85 0.15 -3.35
H 0.13 -0.51 -2.27
H -1.19 0.21 -1.69
H 2.34 0.96 -2.00

Summary:
Energy relative to the best compared isomer or geometry (same formula, charge and spin): 72.6 kJ/mol
Charge: +1
E_HOMO: -11.40 eV
M: 177.27 g mol⁻¹
Largest force on an atom: 2.00 eV Å⁻¹

Results of the Mulliken charge analysis, in e, for atoms 1 through 6: C -1.30; C 0.08; C 0.85; C 0.25; C -0.70; C -0.75



(3)
# C4H7NO

A molecular structure, C4H7NO in a non-equilibrium geometry (ωB97M-V with the def2-TZVPD basis set, OMol25).

Atoms and positions in Å:
C -0.65 1.20 0.17
C -0.53 0.52 -1.14
C -0.22 -0.25 0.13
C 1.64 -0.76 0.50
N -0.99 -1.30 0.58
O -2.21 -1.21 0.49
H 0.09 1.94 0.46
H -1.63 1.36 0.59
H -1.45 0.21 -1.63
H 0.28 0.76 -1.80
H 1.56 -1.36 1.38
H 2.16 0.17 0.63
H 1.95 -1.30 -0.38

Summary:
Energy relative to the best compared isomer or geometry (same formula, charge and spin): 499.9 kJ/mol
E_HOMO: -8.98 eV
M: 85.11 g mol⁻¹
Largest force on an atom: 5.15 eV Å⁻¹

Results of the Mulliken charge analysis, in e, for atoms 1 through 6: C -0.67; C -0.58; C 0.79; C -0.93; N -0.21; O -0.37



(4)
# C25H22BeINO2P

A molecular structure, C25H22BeINO2P (ωB97M-V with the def2-TZVPD basis set, OMol25).

Atoms and positions in Å:
Be 1.83 -0.04 1.08
I -0.35 0.03 3.46
C -2.23 0.59 2.80
C -3.11 0.75 3.82
C -4.44 1.16 3.60
C -4.83 1.40 2.32
C -3.94 1.24 1.24
C -4.46 1.48 -0.06
C -3.69 1.32 -1.16
C -2.34 0.95 -0.99
C -1.76 0.73 0.24
P -0.03 0.13 -0.03
C 0.59 1.14 -1.41
C 1.29 0.60 -2.49
C 1.88 1.44 -3.44
C 1.76 2.81 -3.31
C 1.07 3.36 -2.24
C 0.49 2.53 -1.29
C -0.22 -1.60 -0.57
C 0.11 -2.58 0.36
C -0.05 -3.93 0.05
C -0.55 -4.30 -1.19
C -0.89 -3.32 -2.12
C -0.74 -1.98 -1.81
C -2.58 0.84 1.43
H -2.79 0.55 4.84
H -5.12 1.28 4.43
H -5.85 1.71 2.11
H -5.50 1.77 -0.15
H -4.08 1.49 -2.16
H -1.75 0.85 -1.89
H 1.38 -0.47 -2.61
H 2.40 1.01 -4.28
H 2.21 3.46 -4.06
H 0.98 4.44 -2.14
H -0.06 2.97 -0.46
H 0.47 -2.31 1.35
H 0.21 -4.68 0.79
H -0.68 -5.35 -1.43
H -1.30 -3.61 -3.08
H -1.03 -1.23 -2.54
N 2.92 -0.80 -0.07
C 4.21 -1.23 0.57
C 4.77 -0.14 1.47
C 3.86 0.10 2.65
O 4.20 0.05 3.79
O 2.58 0.35 2.29
H 2.49 -1.59 -0.54
H 3.11 -0.12 -0.80
H 4.92 -1.49 -0.21
H 4.00 -2.13 1.14
H 4.87 0.79 0.90
H 5.75 -0.43 1.83

Summary:
Energy relative to the best compared isomer or geometry (same formula, charge and spin): 34.7 kJ/mol
Charge: +1
E_HOMO: -11.04 eV
M: 535.35 g mol⁻¹
Largest force on an atom: 0.43 eV Å⁻¹

Results of the Mulliken charge analysis, in e, for atoms 1 through 6: Be -0.23; I 0.17; C 0.13; C -0.67; C -0.83; C -0.87